Arrangement i

{
  "formula": "C6H4",
  "method": "wB97M-V/def2-TZVPD",
  "elements": ["C", "C", "C", "C", "C", "C", "H", "H", "H", "H"],
  "coordinates": [[-2.7529, -0.1056, 0.1136], [-1.5855, -0.3054, -0.0951], [0.7241, 0.2973, 0.2607], [-0.2103, -0.4353, -0.3745], [2.1876, 0.3316, -0.0637], [2.2234, -0.9211, 0.2371], [-3.7771, 0.0599, 0.2782], [0.4246, 0.9587, 1.0674], [0.0613, -1.1280, -1.1571], [2.7047, 1.2478, -0.2666]],
  "mulliken_charge": [0.417, -0.554, -0.049, -0.665, -0.020, -0.643, 0.417, 0.368, 0.356, 0.374],
  "charge": 0,
  "e_lumo_ev": -0.3,
  "gap_ev": 9.01,
  "spin_multiplicity": 1
}

=====

Arrangement ii

{
  "formula": "C6H4",
  "method": "wB97M-V/def2-TZVPD",
  "elements": ["C", "C", "C", "C", "C", "C", "H", "H", "H", "H"],
  "coordinates": [[2.1907, 0.8299, 0.5630], [1.0348, 0.4128, 0.9816], [-0.1506, 0.0763, 0.4649], [-1.4746, -0.2585, 0.6685], [-0.6925, 0.1064, -0.8519], [-1.8509, -0.8084, -0.6774], [2.3679, 1.0490, -0.4848], [3.0319, 0.9861, 1.2217], [-1.6483, -1.8665, -0.7818], [-2.8084, -0.5272, -1.1039]],
  "mulliken_charge": [-0.706, -0.338, 1.186, -0.530, -0.469, -0.114, 0.265, 0.271, 0.206, 0.229],
  "smiles": "C=C=C1C2=C1C2",
  "charge": 0,
  "e_lumo_ev": [-0.6, -0.3],
  "gap_ev": [7.33, 8.71],
  "spin_multiplicity": 1
}

=====

Arrangement iii

{
  "formula": "C6H4",
  "method": "wB97M-V/def2-TZVPD",
  "elements": ["C", "C", "C", "C", "C", "C", "H", "H", "H", "H"],
  "coordinates": [[-0.7971, -0.3559, 0.5703], [0.2500, 0.7707, 0.6563], [0.8458, 0.3330, -0.6488], [-0.0295, -0.5010, -2.0481], [1.4329, -0.6084, -1.5213], [-0.2219, -0.7890, -0.7548], [-1.7758, -0.0198, 0.6075], [-0.6990, -1.2623, 1.2326], [1.0964, 0.7174, 1.2844], [-0.1018, 1.7154, 0.6218]],
  "mulliken_charge": [-0.328, -0.511, 0.317, -0.506, -0.431, 0.329, 0.325, 0.226, 0.279, 0.300],
  "smiles": "C1C[C@]23C4=C2[C@@]143",
  "charge": 0,
  "e_lumo_ev": -0.1,
  "gap_ev": 8.62,
  "spin_multiplicity": 1
}

=====

Arrangement iv

{
  "formula": "C6H4",
  "method": "wB97M-V/def2-TZVPD",
  "elements": ["C", "C", "C", "C", "C", "C", "H", "H", "H", "H"],
  "coordinates": [[0.7605, 0.9452, 1.0088], [0.6551, -0.1915, 1.6495], [0.4807, 1.7153, -0.1276], [0.0352, 0.6845, -0.8262], [-0.0138, -0.4363, 0.1863], [-0.5967, -1.6124, 0.0860], [0.8398, 2.6208, -0.3042], [-0.3516, 0.7373, -1.8048], [-1.3502, -1.9413, -0.6693], [-0.4591, -2.5215, 0.8014]],
  "mulliken_charge": [0.247, -0.795, -0.329, -0.851, 0.715, -0.397, 0.514, 0.389, 0.239, 0.266],
  "charge": 0,
  "e_lumo_ev": 0.0,
  "gap_ev": 9.11,
  "spin_multiplicity": 1
}

=====

Most stable: arrangement i

=====

Arrangement i

{
  "formula": "C2H9NO2",
  "method": "wB97M-V/def2-TZVPD",
  "elements": ["C", "C", "N", "H", "H", "H", "H", "H", "O", "H", "H", "O", "H", "H"],
  "coordinates": [[1.0505, 1.5485, 2.2826], [-0.1481, 1.2615, 1.7234], [-0.8210, 1.9518, 0.7378], [1.7563, 2.2899, 1.9317], [1.4458, 1.0559, 3.2467], [-0.8239, 0.5561, 2.2034], [-0.3974, 2.7012, 0.2006], [-1.5297, 1.4021, 0.3034], [-1.0927, -2.0535, -3.5881], [-1.9289, -2.4588, -3.3446], [-0.6197, -1.8333, -2.7726], [0.9259, -2.0581, -1.3014], [1.2799, -2.9160, -1.0657], [0.9031, -1.4474, -0.5573]],
  "mulliken_charge": [-0.806, 0.157, -0.439, 0.234, 0.193, 0.260, 0.200, 0.209, -0.640, 0.309, 0.342, -0.662, 0.314, 0.329],
  "smiles": "C=CN.O.O",
  "charge": 0,
  "e_lumo_ev": 0.5,
  "gap_ev": 8.94,
  "spin_multiplicity": 1
}

=====

Arrangement ii

{
  "formula": "C2H9NO2",
  "method": "wB97M-V/def2-TZVPD",
  "elements": ["C", "O", "C", "N", "H", "H", "H", "H", "H", "H", "H", "H", "H", "O"],
  "coordinates": [[1.5818, 2.0777, -0.6084], [0.2364, 1.9621, -0.3882], [-1.1431, -0.1131, 0.6216], [-1.5686, -1.4383, 0.9861], [1.8988, 3.0577, -1.0306], [2.0844, 2.1051, 0.4627], [1.9849, 1.3033, -1.3135], [-0.0042, 0.0820, 0.6280], [-1.6088, 0.6327, 1.3280], [-2.2937, -1.7387, 0.3509], [-1.2711, 0.0259, -0.4723], [0.6537, -3.2627, -0.7327], [-0.8543, -2.2477, 0.5689], [0.3038, -2.4458, -0.4004]],
  "mulliken_charge": [-0.454, -0.397, -0.526, -0.496, 0.285, 0.227, 0.249, 0.212, 0.322, 0.297, 0.303, 0.249, 0.413, -0.685],
  "charge": 0,
  "e_lumo_ev": -4.8,
  "gap_ev": 3.83,
  "spin_multiplicity": 1
}

=====

Arrangement iii

{
  "formula": "C2H9NO2",
  "method": "wB97M-V/def2-TZVPD",
  "elements": ["N", "C", "O", "H", "H", "H", "H", "H", "C", "O", "H", "H", "H", "H"],
  "coordinates": [[-0.0981, -0.5747, -1.7143], [0.8697, -0.9718, -0.7224], [0.3669, -1.6138, 0.6000], [-0.8385, -1.3154, -1.9362], [-0.6850, 0.2403, -1.3854], [1.5645, -1.7237, -1.1100], [1.4608, -0.1022, -0.3846], [-0.3656, -2.2221, 0.2959], [-0.2694, 1.7344, 1.0913], [-1.1575, 0.6029, 0.8977], [0.3452, 1.5385, 2.0265], [0.3971, 1.9642, 0.2126], [-0.9283, 2.6568, 1.1292], [-0.6617, -0.2135, 0.9998]],
  "mulliken_charge": [-0.539, -0.332, -0.630, 0.276, 0.305, 0.297, 0.267, 0.315, -0.528, -0.556, 0.242, 0.230, 0.241, 0.412],
  "smiles": "NCO.CO",
  "charge": 0,
  "e_lumo_ev": 0.8,
  "gap_ev": 10.78,
  "spin_multiplicity": 1
}

=====

Most stable: arrangement i

=====

Arrangement i

{
  "formula": "CHO5S",
  "method": "wB97M-V/def2-TZVPD",
  "elements": ["C", "O", "O", "O", "O", "O", "S", "H"],
  "coordinates": [[-0.2837, 0.3871, -0.5563], [-1.3946, -1.6578, 0.7208], [1.0958, -1.6293, 0.4787], [-0.1183, 0.1178, 1.8016], [0.8029, 0.6959, -1.2042], [0.9409, 1.8563, -1.7373], [-0.1510, -0.8887, 0.7497], [-0.8919, 1.1187, -0.2530]],
  "mulliken_charge": [-0.101, -0.646, -0.631, -0.628, 0.171, -0.638, 1.136, 0.336],
  "charge": -1,
  "e_lumo_ev": [3.2, 3.2],
  "gap_ev": [8.70, 8.69],
  "spin_multiplicity": 1
}

=====

Arrangement ii

{
  "formula": "CHO5S",
  "method": "wB97M-V/def2-TZVPD",
  "elements": ["O", "C", "O", "S", "O", "O", "O", "H"],
  "coordinates": [[1.2764, -1.5770, -0.0022], [0.0876, -1.3146, -0.2787], [-0.8271, -0.5794, 0.2995], [-2.8073, -0.0733, 0.0095], [-3.4728, -1.3494, -0.1630], [-2.6121, 0.7538, -1.1466], [-2.8786, 0.5147, 1.2987], [-0.3352, -1.7975, -1.3292]],
  "mulliken_charge": [-0.584, 0.242, -0.453, 1.241, -0.545, -0.531, -0.505, 0.134],
  "smiles": "O=COS(=O)(=O)[O-]",
  "charge": -1,
  "e_lumo_ev": 3.7,
  "gap_ev": 9.42,
  "spin_multiplicity": 1
}

=====

Most stable: arrangement ii

=====

Arrangement i

{
  "formula": "CH10O6",
  "method": "wB97M-V/def2-TZVPD",
  "elements": ["O", "C", "O", "H", "H", "O", "H", "H", "O", "H", "H", "O", "H", "H", "O", "H", "H"],
  "coordinates": [[-0.0911, 0.8249, -2.6501], [0.1334, 1.4223, -1.6414], [0.9647, 0.9691, -0.7112], [-0.2549, 2.4289, -1.4261], [0.6468, 1.0078, 0.1997], [0.8993, 0.3608, 2.6349], [0.6693, -0.5491, 2.3271], [1.1012, 0.2927, 3.5684], [-0.0893, -1.7461, 1.1660], [0.0372, -1.8425, 0.2080], [-0.8782, -1.1884, 1.2339], [0.0930, -1.8065, -1.6466], [-0.0632, -0.9531, -2.0727], [-0.0691, -2.5001, -2.2883], [-1.6097, 0.6134, 1.5698], [-0.9254, 0.8547, 2.2226], [-2.4578, 0.9437, 1.8752]],
  "mulliken_charge": [-0.531, 0.218, -0.377, 0.313, 0.358, -0.694, 0.426, 0.289, -0.727, 0.389, 0.347, -0.641, 0.360, 0.283, -0.661, 0.370, 0.281],
  "smiles": "O=CO.O.O.O.O",
  "charge": 0,
  "e_lumo_ev": 0.4,
  "gap_ev": 11.52,
  "spin_multiplicity": 1
}

=====

Arrangement ii

{
  "formula": "CH10O6",
  "method": "wB97M-V/def2-TZVPD",
  "elements": ["O", "C", "O", "H", "H", "O", "H", "H", "O", "H", "H", "O", "H", "H", "O", "H", "H"],
  "coordinates": [[2.0214, 2.1817, 1.4801], [0.9575, 1.8458, 1.9029], [0.0776, 1.1363, 1.1931], [0.5578, 2.1925, 2.8643], [-0.5287, 0.6219, 1.7472], [0.4400, -1.0767, -2.3858], [0.9203, -0.5899, -3.0657], [-0.3146, -1.4629, -2.8648], [-2.1917, -0.4263, 1.2937], [-2.0176, -1.3656, 1.4946], [-3.1112, -0.2474, 1.5097], [-0.3556, -2.9171, -0.2817], [-0.3620, -1.9747, -0.4790], [-1.0161, -3.3626, -0.8175], [1.8354, 1.9713, -1.5036], [2.1291, 1.9158, -0.5829], [0.9585, 1.5581, -1.5044]],
  "mulliken_charge": [-0.498, 0.188, -0.367, 0.319, 0.346, -0.607, 0.301, 0.311, -0.635, 0.337, 0.283, -0.610, 0.304, 0.304, -0.645, 0.370, 0.298],
  "smiles": "O=CO.O.O.O.O",
  "charge": 0,
  "e_lumo_ev": 0.1,
  "gap_ev": 10.64,
  "spin_multiplicity": 1
}

=====

Most stable: arrangement i

=====

Arrangement i

{
  "formula": "C2H7NS",
  "method": "wB97M-V/def2-TZVPD",
  "elements": ["C", "N", "C", "H", "H", "H", "H", "H", "S", "H", "H"],
  "coordinates": [[1.3794, -0.2379, -0.0661], [0.9917, -1.3537, 0.3677], [-0.1240, -1.3912, 1.2753], [1.0822, 0.6938, 0.4347], [1.9876, -0.2081, -0.9670], [-0.3331, -0.4273, 1.7669], [0.0542, -2.0687, 2.1156], [-1.0057, -1.7383, 0.7419], [-0.8909, 2.1766, -2.2872], [-1.9769, 2.9577, -2.2687], [-1.1646, 1.5972, -1.1131]],
  "mulliken_charge": [-0.322, -0.363, -0.663, 0.298, 0.266, 0.296, 0.262, 0.225, -0.274, 0.146, 0.130],
  "smiles": "C=NC.S",
  "charge": 0,
  "e_lumo_ev": 0.8,
  "gap_ev": 10.41,
  "spin_multiplicity": 1
}

=====

Arrangement ii

{
  "formula": "C2H7NS",
  "method": "wB97M-V/def2-TZVPD",
  "elements": ["N", "C", "C", "S", "H", "H", "H", "H", "H", "H", "H"],
  "coordinates": [[1.1687, -0.5168, 1.3845], [0.3796, 0.3937, 0.5777], [-0.5868, -0.1260, -0.5322], [-1.4450, 1.3152, -1.2994], [0.6996, -1.3579, 1.4958], [1.9758, -0.9293, 0.8714], [1.0252, 1.2202, 0.1764], [-0.1393, 1.0367, 1.3527], [0.0361, -0.5544, -1.3821], [-1.1435, -1.0716, -0.3070], [-1.9704, 0.5901, -2.3379]],
  "mulliken_charge": [-0.640, -0.595, -0.437, -0.232, 0.235, 0.248, 0.372, 0.311, 0.276, 0.335, 0.127],
  "smiles": "NCCS",
  "charge": 0,
  "e_lumo_ev": 0.9,
  "gap_ev": 10.03,
  "spin_multiplicity": 1
}

=====

Most stable: arrangement ii